No. 1
DFT (wB97M-V/def2-TZVPD) results for an isolated molecule of C3H6N2 in a non-equilibrium geometry.

## Properties
Lowest unoccupied orbital energy, eV: 1.086
Relative energy (zero: lowest compared OMol25 entry of this formula, charge and spin), kJ/mol: 141.0

```
! RIJCOSX wB97M-V def2-TZVPD def2/J DEFGRID3
* xyz 0 1
C -1.872 -0.556 0.669
C -0.901 -0.517 -0.226
C 1.350 0.415 -0.741
H -2.899 -0.644 0.330
H -1.656 -0.336 1.713
H -1.142 -0.485 -1.376
H 0.718 -0.356 1.100
H 1.053 0.346 -1.778
H 2.492 1.209 0.643
N 0.488 -0.268 0.064
N 2.369 1.192 -0.399
*
```

=====

No. 2
DFT (wB97M-V/def2-TZVPD) results for an isolated molecule of C3H6N2 in a non-equilibrium geometry.

## Properties
Lowest unoccupied orbital energy, eV: 1.083
Relative energy (zero: lowest compared OMol25 entry of this formula, charge and spin), kJ/mol: 268.1

```
! RIJCOSX wB97M-V def2-TZVPD def2/J DEFGRID3
* xyz 0 1
C -0.876 0.348 -0.767
C -0.153 1.240 0.340
C 0.935 0.217 0.742
H -0.648 0.683 -1.781
H -2.106 0.480 -0.894
H -0.767 1.446 1.254
H 0.246 2.217 0.066
H 1.711 0.463 1.426
H -1.045 -1.969 -0.463
N 0.791 -1.007 0.259
N -0.337 -1.014 -0.473
*
```

=====

Calculated values (Ha) of gap between HOMO and LUMO for the records, taken in order: 0.36134; 0.32991.